1.
A structure of composition C17H21CaN11OSSe. Source: the Open Molecules 2025 dataset; level of theory: the ωB97M-V functional and the def2-TZVPD basis.

```
! RIJCOSX wB97M-V def2-TZVPD def2/J DEFGRID3
* xyz 0 1
Ca -0.488 0.261 0.065
N 2.371 -0.588 3.844
C 1.863 -0.139 2.631
S 0.548 1.018 2.779
N 2.426 -0.630 1.574
N 1.798 -0.277 0.380
C 2.590 -0.125 -0.615
C 2.188 0.164 -1.992
C 3.190 0.697 -2.812
C 2.975 1.016 -4.138
C 1.717 0.761 -4.680
C 0.715 0.210 -3.913
C 0.895 -0.105 -2.544
O -0.075 -0.622 -1.861
H 2.241 0.056 4.607
H 3.295 -0.990 3.771
H 3.664 -0.193 -0.432
H 4.169 0.862 -2.373
H 3.769 1.433 -4.743
H 1.525 0.982 -5.724
H -0.254 -0.020 -4.343
C -0.866 5.836 0.721
N 0.155 4.917 0.236
C 1.367 4.913 1.038
C -0.205 3.710 -0.332
N 0.362 2.589 -0.146
N -1.251 3.838 -1.252
C -1.957 2.812 -1.849
N -2.591 3.227 -3.012
N -2.051 1.651 -1.328
H -0.597 6.866 0.483
H -0.974 5.749 1.807
H -1.833 5.613 0.279
H 1.624 5.944 1.273
H 2.190 4.477 0.472
H 1.245 4.355 1.974
H 1.031 2.615 0.619
H -1.355 4.753 -1.659
H -2.043 3.842 -3.597
H -3.000 2.475 -3.545
H -2.551 1.022 -1.949
Se -0.804 -2.599 3.466
N -2.301 -2.061 4.249
C -2.934 -1.306 3.369
C -4.168 -0.615 3.578
C -4.623 0.165 2.569
C -3.867 0.288 1.353
N -2.762 -0.344 1.102
C -2.287 -1.161 2.103
N -1.152 -1.799 1.928
H -4.689 -0.716 4.520
H -5.541 0.728 2.658
H -4.221 0.964 0.581
*
```

* calculated total energy: -131032.1426 eV
* frontier orbital gap: 5.39 eV

These are the Löwdin partial charges, in e, on atoms 1 to 8: 1.196, 0.016, -0.938, 0.437, -0.030, -0.145, -0.109, -0.159

2.
The ion C9H22N2S with charge +2 in a non-equilibrium geometry. Source: the Open Molecules 2025 dataset; level of theory: the ωB97M-V functional and the def2-TZVPD basis.

```
! RIJCOSX wB97M-V def2-TZVPD def2/J DEFGRID3
* xyz 2 1
C 1.135 0.494 -3.812
C -0.385 -0.738 1.484
C -1.918 0.772 0.229
C 0.758 -0.439 0.433
C -0.863 0.633 -0.867
C -1.192 0.594 1.565
C -1.551 0.297 4.153
C 2.958 0.337 -1.852
C 1.586 -1.944 -2.877
N 0.090 -0.455 -0.795
N -2.074 0.500 2.752
S 1.379 -0.300 -2.406
H 0.255 0.373 -4.319
H 1.122 1.659 -3.659
H -1.044 -1.558 1.096
H -0.064 -1.181 2.472
H -2.352 1.741 0.165
H -2.684 0.060 0.097
H 1.198 0.520 0.536
H 1.576 -1.102 0.539
H -1.371 0.493 -1.773
H -0.363 1.597 -1.034
H -0.492 1.384 1.664
H -0.576 -0.229 4.195
H -1.445 1.306 4.687
H -2.259 -0.236 4.727
H 2.987 1.406 -1.980
H 3.768 -0.157 -2.345
H 3.176 0.073 -0.838
H 1.246 -1.989 -3.854
H 0.950 -2.537 -2.292
H 2.573 -2.286 -2.813
H -2.662 1.415 2.759
H -2.721 -0.337 2.515
*
```

* relative energy (zero: lowest compared OMol25 entry of this formula, charge and spin): 0.000 eV
* calculated total energy: -23484.3130 eV
* frontier orbital gap: 8.39 eV

These are the Löwdin partial charges, in e, on atoms 1 to 8: -0.191, -0.071, -0.084, -0.249, -0.223, -0.294, 0.017, -0.136

3.
An isolated molecule of C24H24N6O3S in a non-equilibrium geometry. Source: the Open Molecules 2025 dataset; level of theory: the ωB97M-V functional and the def2-TZVPD basis.

```
! RIJCOSX wB97M-V def2-TZVPD def2/J DEFGRID3
* xyz 0 1
C -1.590 -3.649 1.761
N -0.430 -3.656 0.894
C 0.422 -2.494 1.036
C -0.153 -1.229 0.384
N -0.423 -1.493 -1.017
C -1.347 -2.604 -1.173
C -0.741 -3.848 -0.509
H -1.426 -4.692 -0.608
H 0.196 -4.096 -1.015
H -1.481 -2.790 -2.240
H -2.330 -2.381 -0.736
C -0.754 -0.301 -1.772
C -1.934 0.480 -1.229
N -3.006 -0.183 -0.989
C -4.090 0.438 -0.434
C -5.247 -0.304 -0.171
C -6.339 0.312 0.394
C -6.309 1.671 0.711
C -5.179 2.415 0.460
C -4.062 1.805 -0.116
C -2.860 2.570 -0.399
O -2.718 3.757 -0.181
N -1.815 1.828 -0.977
C -0.611 2.588 -1.278
C 0.472 2.324 -0.294
N 1.670 1.987 -0.596
C 2.461 1.801 0.501
C 1.803 2.005 1.688
S 0.169 2.447 1.430
H 2.177 1.917 2.687
C 3.849 1.412 0.316
C 4.325 1.209 -0.984
C 5.635 0.845 -1.203
C 6.486 0.680 -0.115
C 6.031 0.876 1.185
C 4.719 1.240 1.397
H 4.369 1.394 2.405
H 6.716 0.740 2.007
N 7.856 0.304 -0.336
O 8.220 0.144 -1.482
O 8.568 0.169 0.638
H 6.017 0.686 -2.199
H 3.645 1.345 -1.809
H -0.913 3.643 -1.204
H -0.257 2.385 -2.290
H -5.126 3.467 0.693
H -7.176 2.136 1.155
H -7.233 -0.260 0.596
H -5.256 -1.353 -0.422
H -0.995 -0.615 -2.792
H 0.147 0.313 -1.800
H 0.590 -0.431 0.449
H -1.058 -0.907 0.929
H 0.607 -2.313 2.097
H 1.374 -2.728 0.550
H -1.250 -3.577 2.794
H -2.117 -4.595 1.639
H -2.298 -2.832 1.572
*
```

* relative energy (zero: lowest compared OMol25 entry of this formula, charge and spin): 0.000 eV
* calculated total energy: -51194.1056 eV
* frontier orbital gap: 7.30 eV

These are the Löwdin partial charges, in e, on atoms 1 to 8: -0.097, -0.224, -0.176, -0.170, -0.143, -0.180, -0.179, 0.117